a.
Molecular formula: C5H13N3O2
Method: DFT, ωB97M-V/def2-TZVPD

Summary:
- Frontier orbital gap: 5.36 eV
- HOMO level: -6.3 eV

```
! RIJCOSX wB97M-V def2-TZVPD def2/J DEFGRID3
* xyz 0 1
C -0.11997 -0.65510 -0.22205
C -1.01761 -1.71250 0.14648
C 0.83512 -2.21574 -2.09402
N 0.87546 -1.04460 -1.38519
N -0.05690 -3.33261 -1.96466
N 1.91514 -2.31712 -2.96444
H -0.49299 0.45512 -0.50848
H 0.58221 -0.28472 0.77411
H -0.67283 -2.78337 0.27864
H -2.04086 -1.75758 -0.38382
H 1.67093 -0.43100 -1.58490
H -1.05632 -2.98761 -1.85719
H 0.05633 -4.13399 -2.61596
H 2.62803 -1.57738 -2.95226
H 2.26349 -3.28698 -3.10318
H -1.69010 -1.55991 0.99189
C 0.48537 3.63860 2.64099
C -0.77976 2.87702 2.09934
O -0.56645 1.76745 1.54966
O -1.82606 3.48064 2.36539
H 0.23836 4.42018 3.44270
H 1.00568 4.22918 1.70491
H 1.09345 2.97991 3.26892
*
```

=====

b.
Molecular formula: C5H13N3O2
Method: DFT, ωB97M-V/def2-TZVPD

Summary:
- Frontier orbital gap: 9.17 eV
- HOMO level: -8.4 eV
- SMILES string: CN(/[N+]([O-])=N/O)C(C)(C)C

```
! RIJCOSX wB97M-V def2-TZVPD def2/J DEFGRID3
* xyz 0 1
C -1.16970 -0.06357 -1.32531
C -0.25784 -1.79230 0.29654
C -1.66214 -0.13554 1.29445
C 0.02860 1.96492 0.01302
C -0.60515 -0.38584 0.06422
N 2.19349 -0.89920 0.14461
N 0.43311 0.59939 0.21908
N 1.71791 0.31219 -0.00148
O 2.48413 1.32734 -0.32226
O 3.50709 -0.98603 -0.18620
H -1.99588 -0.74961 -1.59781
H -1.62634 0.85712 -1.39113
H -0.42830 -0.19374 -2.11943
H 0.14373 -1.86406 1.21480
H 0.46940 -2.11033 -0.34656
H -1.11867 -2.49427 0.36010
H -1.20755 -0.09577 2.22497
H -2.15200 0.81212 1.06275
H -2.32570 -1.02886 1.29456
H 0.83987 2.53897 0.43420
H 0.02480 2.21117 -1.08193
H -0.97092 2.13559 0.28655
H 3.67806 0.04030 -0.53775
*
```

=====

c.
Molecular formula: C5H13N3O2
Method: DFT, ωB97M-V/def2-TZVPD

Summary:
- Frontier orbital gap: 9.38 eV
- HOMO level: -8.7 eV
- SMILES string: CCN=C(N)N.CC(=O)O

```
! RIJCOSX wB97M-V def2-TZVPD def2/J DEFGRID3
* xyz 0 1
C -0.02527 -0.37578 1.99357
C 0.82262 0.11655 3.10582
C 0.38167 1.20582 0.25452
N -0.44048 0.68738 1.07446
N 1.72989 0.92366 0.17396
N -0.00063 2.21989 -0.62816
H 0.39673 -1.12233 1.27026
H -0.96136 -0.88306 2.29677
H 1.83446 0.23695 2.70884
H 1.14609 -0.54895 3.93237
H -1.60655 0.67622 -3.40826
H 2.26224 0.39023 0.83061
H 2.25389 1.19110 -0.64111
H 0.25084 3.10903 -0.21741
H -0.88895 2.23231 -1.09328
H 0.51648 1.15174 3.31981
C -0.69255 -1.96786 -1.89087
C -1.75628 -1.14635 -2.51035
O -1.19948 0.11490 -2.75623
O -2.92561 -1.36170 -2.52020
H -0.31581 -2.75521 -2.58065
H -1.06132 -2.55934 -1.04001
H 0.27938 -1.53518 -1.67447
*
```

=====

Which of them is the most stable, and which is the least stable? c and b, in that order.

=====

a.
Molecular formula: C2H6O3
Method: DFT, ωB97M-V/def2-TZVPD

Summary:
- Frontier orbital gap: 11.38 eV
- HOMO level: -10.9 eV
- SMILES string: COC=O.O

```
! RIJCOSX wB97M-V def2-TZVPD def2/J DEFGRID3
* xyz 0 1
O -0.50120 2.25761 -2.67969
O -0.66892 1.87664 -0.35449
C -0.56650 2.59147 -1.49220
C -0.16021 0.55832 -0.44208
H -0.63353 3.65273 -1.18091
H 0.62933 0.48239 0.32438
H 0.28460 0.34214 -1.42799
H -0.93101 -0.20151 -0.22963
O 0.65843 -4.17905 2.62992
H 0.99462 -4.01392 1.71999
H 0.89437 -3.36679 3.13272
*
```

=====

b.
Molecular formula: C2H6O3
Method: DFT, ωB97M-V/def2-TZVPD

Summary:
- Frontier orbital gap: 10.90 eV
- HOMO level: -10.3 eV
- SMILES string: O=CO.CO

```
! RIJCOSX wB97M-V def2-TZVPD def2/J DEFGRID3
* xyz 0 1
C 0.84747 2.13458 -0.34950
O 1.42513 1.25888 0.63294
H 0.38940 1.52334 -1.12611
H 1.64781 2.73029 -0.76485
H 0.02696 2.67755 0.11572
H 1.07277 1.48763 1.48264
O -0.57638 -2.04413 -1.39278
C -0.74193 -2.40360 -0.28021
O -1.69545 -1.82865 0.47291
H -0.13210 -3.12922 0.26678
H -2.26369 -2.40666 0.94245
*
```

=====

Which of them is the most stable, and which is the least stable? a and b, in that order.

=====

a.
Molecular formula: CH4N4
Method: DFT, ωB97M-V/def2-TZVPD

Summary:
- Frontier orbital gap: 8.89 eV
- HOMO level: -7.9 eV

```
! RIJCOSX wB97M-V def2-TZVPD def2/J DEFGRID3
* xyz 0 1
C -0.63867 1.00470 -0.44572
N 2.10443 0.26242 0.35188
N 2.43489 -0.74275 0.08122
N -0.75706 -0.15502 0.20024
N -0.12997 -1.22437 -0.07059
H -1.19438 1.87533 -0.10327
H -0.28242 1.05455 -1.50044
H -1.46123 -0.02736 1.01649
H -0.07559 -2.04750 0.47018
*
```

=====

b.
Molecular formula: CH4N4
Method: DFT, ωB97M-V/def2-TZVPD

Summary:
- Frontier orbital gap (alpha / beta): 8.98 / 8.98 eV
- HOMO level (alpha / beta): -8.1 / -8.1 eV
- SMILES string: Nn1cn[nH]1

```
! RIJCOSX wB97M-V def2-TZVPD def2/J DEFGRID3
* xyz 0 1
C 0.66668 1.14854 0.53490
N 1.89287 0.05984 0.21123
N 0.90493 -0.76191 -0.18015
N -0.10284 0.12097 -0.08205
N -1.46025 -0.02436 -0.11530
H 0.61091 1.65525 1.46672
H 1.00101 -1.22268 -1.10000
H -1.66595 -0.88133 0.34407
H -1.84735 -0.09431 -1.07942
*
```

=====

c.
Molecular formula: CH4N4
Method: DFT, ωB97M-V/def2-TZVPD

Summary:
- Frontier orbital gap: 9.83 eV
- HOMO level: -9.2 eV
- SMILES string: C=N/N=N/N

```
! RIJCOSX wB97M-V def2-TZVPD def2/J DEFGRID3
* xyz 0 1
N -0.15588 -1.13263 1.27164
C -0.39127 1.07636 -1.09970
N 1.09427 -0.14838 -0.27875
N 0.20727 0.02634 0.67026
N 0.94293 0.89990 -1.07018
H -0.15875 -1.06592 2.28163
H 0.30422 -1.96038 0.90893
H -1.04707 0.24090 -1.34817
H -0.79572 2.06382 -1.33566
*
```

=====

Which of them is the most stable, and which is the least stable? a and b, in that order.

=====

a.
Molecular formula: C4H9N4O
Method: DFT, ωB97M-V/def2-TZVPD

Summary:
- Frontier orbital gap (alpha / beta): 6.75 / 6.75 eV
- HOMO level (alpha / beta): -13.0 / -13.0 eV

```
! RIJCOSX wB97M-V def2-TZVPD def2/J DEFGRID3
* xyz 1 1
C -1.91260 -0.33502 -0.27085
C -0.78960 -1.11804 -0.14818
C 0.83409 0.54057 -0.00032
C 2.24331 0.66448 0.07693
N -2.13488 0.87749 0.15330
N 0.51989 -0.75262 0.11486
N -3.28780 1.34441 -0.07514
N 1.50132 -1.70644 0.31943
O 2.78849 2.01309 -0.03214
H -2.79345 -0.95934 -0.73899
H -0.90992 -2.14664 -0.24933
H 2.68183 0.03463 0.97497
H 2.87016 0.14007 -0.75036
H -3.46734 2.34776 0.16485
H -4.18428 0.83998 -0.35902
H 1.27246 -2.61416 0.35702
H 2.23586 -1.60100 -0.32158
H 2.53247 2.43079 0.78456
*
```

=====

b.
Molecular formula: C4H9N4O
Method: DFT, ωB97M-V/def2-TZVPD

Summary:
- Frontier orbital gap: 9.56 eV
- HOMO level: -13.4 eV

```
! RIJCOSX wB97M-V def2-TZVPD def2/J DEFGRID3
* xyz 1 1
C -0.01818 -1.66053 -0.91620
C -0.88611 0.15548 1.91424
C -0.06509 0.24790 -1.24908
C 1.04761 1.26288 -1.17838
N 0.22462 -0.96193 -2.03555
N -0.20760 -0.65733 -0.08944
N -1.71825 0.97132 1.74287
N -0.15971 -0.58235 2.66489
O -0.01908 -2.96042 -0.78672
H -1.01726 0.70163 -1.54063
H 1.21149 1.69239 -2.16334
H 1.96911 0.79609 -0.83750
H 0.77806 2.05949 -0.48947
H 0.17578 -1.18719 -3.01261
H -0.19539 -3.26063 0.11423
H -2.20018 1.52427 1.06969
H 0.50915 -1.22189 2.26518
H -0.15591 -0.42955 3.66776
*
```

=====

Which of them is the most stable, and which is the least stable? b and a, in that order.

=====

a.
Molecular formula: C3H6ClNS
Method: DFT, ωB97M-V/def2-TZVPD

Summary:
- Frontier orbital gap: 10.12 eV
- HOMO level: -9.3 eV
- SMILES string: N[C@@H]1[C@@H](S)[C@@H]1Cl

```
! RIJCOSX wB97M-V def2-TZVPD def2/J DEFGRID3
* xyz 0 1
C -0.03932 1.06216 0.41001
C 0.63613 0.02030 -0.48225
C -0.42720 -0.34806 0.48210
H -1.74117 1.77730 -0.49290
H -0.27760 2.74880 -0.63909
H 0.59018 1.41878 1.17820
H 0.38775 -0.07999 -1.56082
H 2.22627 -1.72279 0.00953
H -0.11299 -0.87638 1.36459
N -0.86151 2.12667 -0.06920
S 2.34758 -0.37166 -0.02694
Cl -1.97769 -0.97718 -0.08254
*
```

=====

b.
Molecular formula: C3H6ClNS
Method: DFT, ωB97M-V/def2-TZVPD

Summary:
- Frontier orbital gap: 8.57 eV
- HOMO level: -8.2 eV

```
! RIJCOSX wB97M-V def2-TZVPD def2/J DEFGRID3
* xyz 0 1
C -0.90298 -0.22188 0.35550
C -0.09573 1.28274 0.59034
C 1.33736 1.24337 -0.09213
H -0.53658 -2.28510 0.43119
H 0.74417 -1.34896 1.08334
H -0.72110 2.12920 0.57237
H 0.22735 1.29789 1.85300
H 2.24922 1.86047 0.68115
H 1.19262 1.85639 -1.15169
N -0.26555 -1.39896 0.65854
S -2.37437 0.04312 -0.43056
Cl 2.03890 -0.48426 -0.37132
*
```

=====

Which of them is the most stable, and which is the least stable? a and b, in that order.

=====

a.
Molecular formula: C5H12NS
Method: DFT, ωB97M-V/def2-TZVPD

Summary:
- Frontier orbital gap: 8.98 eV
- HOMO level: -12.9 eV

```
! RIJCOSX wB97M-V def2-TZVPD def2/J DEFGRID3
* xyz 1 1
C -0.26547 2.05952 1.05543
C -1.63502 -0.06528 -1.30601
C 0.89840 -1.55811 1.12587
C 1.20359 -0.70186 -1.09453
C -0.92215 -0.58839 -0.06845
N 0.27153 -1.01057 -0.07607
S 0.08844 3.62482 1.59930
H -0.94929 1.74973 1.85264
H -1.86384 -0.77641 -2.09038
H -1.11735 0.72444 -1.71676
H -2.55231 0.30683 -0.92020
H 0.23112 -1.91282 1.81606
H 1.40670 -2.51153 0.76688
H 1.55985 -0.84207 1.55921
H 0.86723 0.26782 -1.51830
H 2.20847 -0.65820 -0.73342
H 1.13716 -1.48568 -1.79612
H -1.45121 -0.72484 0.83355
H 0.88415 4.10261 0.71130
*
```

=====

b.
Molecular formula: C5H12NS
Method: DFT, ωB97M-V/def2-TZVPD

Summary:
- Frontier orbital gap: 7.14 eV
- HOMO level: -12.5 eV

```
! RIJCOSX wB97M-V def2-TZVPD def2/J DEFGRID3
* xyz 1 1
C -1.09268 -1.25999 -1.35793
C -1.05276 -1.89069 -2.53061
C -1.49638 1.05897 -0.58952
N -0.95828 0.14324 -1.33597
H -1.34634 -1.70766 -0.42243
H -0.76738 -1.38741 -3.43254
H -1.47243 -2.89879 -2.61688
H -1.30163 2.09302 -0.79795
H -2.20361 0.74960 0.17587
H -0.56366 0.49106 -2.15285
C 1.47843 -0.54643 1.35518
C 1.68794 0.91874 1.77096
S 0.11206 1.52512 2.45464
H 0.76433 -0.54821 0.48179
H 0.98896 -1.13414 2.14492
H 2.40497 -1.01675 1.03794
H 2.47237 1.02297 2.54876
H 1.96052 1.53980 0.92864
H 0.38557 2.84755 2.33800
*
```

=====

Which of them is the most stable, and which is the least stable? b and a, in that order.